1.
Entry from OMol25: an isolated ion of composition CH3O4 and charge +1 in a non-equilibrium geometry (the ωB97M-V functional and the def2-TZVPD basis).

As for the maximum force: 4.17 eV Å⁻¹. The calculation puts the total energy at -9263.69473 eV. Its frontier orbital gap is 12.077 eV. The calculation puts the molar mass at 79.03 Da. Its net charge is +1. The value obtained for the relative energy (zero: lowest compared OMol25 entry of this formula, charge and spin) is 26.0 kcal/mol.

Last columns: bonded neighbours and bond lengths (Å).
Positions of all 8 atoms, in Å:
1 C -0.23891 0.06025 -0.26692  O2 1.357, O3 1.256, O4 1.344
2 O 0.29119 -0.51116 0.84419  C1 1.357, O5 1.504
3 O -0.29769 1.31399 -0.20971  C1 1.256, H8 0.908
4 O -0.71191 -0.55899 -1.36171  C1 1.344, H7 1.062
5 O 0.93871 0.16150 2.02376  O2 1.504, H6 0.935
6 H 0.31961 -0.03662 2.69608  O5 0.935
7 H -1.03667 -1.56917 -1.39347  O4 1.062
8 H -0.39795 1.74811 -1.00092  O3 0.908

=====

2.
Entry from OMol25: a 3-piece molecular cluster, C17H47N6O3P3 overall in a non-equilibrium geometry (the ωB97M-V functional and the def2-TZVPD basis).

As for the maximum force: 10.00 eV Å⁻¹. The calculation puts the total energy at -61327.49981 eV. Its frontier orbital gap is 6.851 eV. The calculation puts the molar mass at 476.52 Da. Its net charge is 0.

Last columns: bonded neighbours and bond lengths (Å).
Positions of all 76 atoms, in Å:
1 C 1.75221 -0.80822 -0.40982  N2 1.460, H12 1.096, H13 1.098, H14 1.085
2 N 0.99615 -1.75583 -1.22312  C1 1.460, C3 1.467, P4 1.725
3 C 0.78840 -1.15473 -2.54544  N2 1.467, H15 1.096, H16 1.093, H17 1.095
4 P -0.27473 -2.80555 -0.71429  N2 1.725, O5 1.548, N6 1.730, N9 1.780
5 O 0.11172 -3.87625 -1.76380  P4 1.548
6 N 0.31424 -3.79977 0.57338  P4 1.730, C7 1.455, C8 1.472
7 C 1.63248 -3.63170 1.16672  N6 1.455, H18 1.093, H19 1.097, H20 1.092
8 C 0.06572 -5.24349 0.43006  N6 1.472, H21 1.095, H22 1.097, H23 1.097
9 N -0.71901 -1.57462 0.49229  P4 1.780, C10 1.477, C11 1.480
10 C -1.25664 -2.01057 1.79653  N9 1.477, H24 1.095, H25 1.098, H26 1.092
11 C -1.77381 -0.71330 -0.08661  N9 1.480, H27 1.097, H28 1.091, H29 1.095
12 H 1.15249 0.05150 -0.09148  C1 1.096
13 H 2.60723 -0.40994 -0.97176  C1 1.098
14 H 2.20050 -1.25679 0.47017  C1 1.085
15 H 0.16722 -0.25373 -2.48100  C3 1.096
16 H 0.29750 -1.84781 -3.23267  C3 1.093
17 H 1.74162 -0.87690 -3.00780  C3 1.095
18 H 2.43102 -3.68977 0.42300  C7 1.093
19 H 1.82940 -4.39044 1.93480  C7 1.097
20 H 1.69232 -2.68898 1.71420  C7 1.092
21 H 0.78922 -5.73087 -0.23171  C8 1.095
22 H -0.93942 -5.42646 0.02917  C8 1.097
23 H 0.10473 -5.74772 1.40406  C8 1.097
24 H -2.06079 -2.74436 1.67503  C10 1.095
25 H -1.65323 -1.15803 2.36281  C10 1.098
26 H -0.48351 -2.43071 2.44301  C10 1.092
27 H -2.69894 -1.28116 -0.24669  C11 1.097
28 H -1.47243 -0.30128 -1.05069  C11 1.091
29 H -1.99067 0.14111 0.56342  C11 1.095
30 C 4.41656 2.57665 -0.42479  N31 1.460, H41 1.096, H42 1.098, H43 1.085
31 N 4.11570 2.61725 -1.85269  C30 1.460, C32 1.467, P33 1.725
32 C 5.09397 1.77236 -2.54709  N31 1.467, H44 1.096, H45 1.093, H46 1.095
33 P 3.55940 3.96345 -2.77694  N31 1.725, O34 1.548, N35 1.730, N38 1.780
34 O 2.76406 3.04756 -3.73913  P33 1.548
35 N 2.09600 4.55251 -2.06637  P33 1.730, C36 1.455, C37 1.472
36 C 1.55403 4.03336 -0.81945  N35 1.455, H47 1.093, H48 1.097, H49 1.092
37 C 0.97252 4.75676 -2.99518  N35 1.472, H50 1.095, H51 1.097, H52 1.097
38 N 4.47377 5.01640 -1.67076  P33 1.780, C39 1.477, C40 1.480
39 C 3.94051 6.35574 -1.35143  N38 1.477, H53 1.095, H54 1.098, H55 1.092
40 C 5.80717 5.26739 -2.26120  N38 1.480, H56 1.097, H57 1.091, H58 1.095
41 H 5.31681 3.14381 -0.16403  C30 1.096
42 H 4.58311 1.54361 -0.09229  C30 1.098
43 H 3.60016 2.92609 0.19805  C30 1.085
44 H 6.10993 2.17114 -2.44408  C32 1.096
45 H 4.87518 1.69319 -3.61456  C32 1.093
46 H 5.08838 0.75196 -2.14917  C32 1.095
47 H 1.39493 2.95285 -0.85598  C36 1.093
48 H 0.59749 4.50801 -0.56619  C36 1.097
49 H 2.20113 4.29295 0.02073  C36 1.092
50 H 0.44489 3.82594 -3.22777  C37 1.095
51 H 1.32339 5.19406 -3.93866  C37 1.097
52 H 0.24341 5.46459 -2.58063  C37 1.097
53 H 3.65189 6.90008 -2.25712  C39 1.095
54 H 4.68450 6.95666 -0.81277  C39 1.098
55 H 3.08557 6.30974 -0.67385  C39 1.092
56 H 5.72240 5.85409 -3.18454  C40 1.097
57 H 6.31790 4.33648 -2.51139  C40 1.091
58 H 6.45806 5.80147 -1.56072  C40 1.095
59 C -8.18667 -5.10052 5.29533  C60 1.427, H66 1.194
60 C -8.06539 -4.31446 4.11086  C59 1.427, C61 1.672
61 C -7.71031 -3.51837 2.68416  C60 1.672, C62 1.668, H67 1.174, H68 1.172
62 C -6.11622 -3.85925 2.33294  C61 1.668, C63 1.645, H69 1.186, H70 1.185
63 C -5.36588 -2.65121 1.50520  C62 1.645, P64 1.942, H71 1.193, H72 1.190
64 P -4.75399 -1.33471 2.79578  C63 1.942, O65 1.763, H73 1.447, H74 1.451, H75 1.469
65 O -4.23392 -0.17911 4.02114  P64 1.763, H76 1.002
66 H -7.85642 -5.70577 6.26990  C59 1.194
67 H -8.37005 -3.90542 1.79391  C61 1.174
68 H -7.92007 -2.37204 2.81317  C61 1.172
69 H -5.57111 -3.97053 3.38064  C62 1.186
70 H -6.01380 -4.91736 1.80963  C62 1.185
71 H -4.36200 -3.08989 1.03207  C63 1.193
72 H -6.06700 -2.16738 0.67460  C63 1.190
73 H -4.30709 -0.49574 1.70483  P64 1.447
74 H -6.09539 -1.21826 3.33763  P64 1.451
75 H -3.81540 -2.33156 3.32742  P64 1.469
76 H -5.03309 -0.03821 4.60899  O65 1.002

=====

3.
Entry from OMol25: an isolated ion of composition C5H12NO and charge -1 in a non-equilibrium geometry (the ωB97M-V functional and the def2-TZVPD basis).

As for the maximum force: 2.14 eV Å⁻¹. The calculation puts the total energy at -8915.92713 eV. Its frontier orbital gap is 5.834 eV. The calculation puts the molar mass at 102.16 Da. Its net charge is -1. The value obtained for the relative energy (zero: lowest compared OMol25 entry of this formula, charge and spin) is 26.2 kcal/mol.

Last columns: bonded neighbours and bond lengths (Å).
Positions of all 19 atoms, in Å:
1 C 0.10099 0.85743 2.58113  C2 1.564, H8 1.097, H9 1.086, H10 1.084
2 C -0.67897 1.28929 1.29646  C1 1.564, C3 1.503, H11 1.070, H12 1.094
3 C 0.09139 1.02351 0.03341  C2 1.503, C4 1.545, H13 1.100, H14 1.092
4 C 0.28646 -0.47648 -0.27935  C3 1.545, N5 1.445, H15 1.095, H16 1.110
5 N -0.40976 -1.01658 -1.42429  C4 1.445, C6 1.546, H17 1.012
6 C 0.16481 -1.86942 -2.57897  N5 1.546, O7 1.309, H18 1.115, H19 1.120
7 O 0.57390 -1.20742 -3.63187  C6 1.309
8 H 1.09043 1.24695 2.31024  C1 1.097
9 H -0.24101 1.43613 3.43450  C1 1.086
10 H 0.19378 -0.21728 2.68876  C1 1.084
11 H -1.62364 0.78631 1.27520  C2 1.070
12 H -0.76706 2.37130 1.42955  C2 1.094
13 H 1.12746 1.38989 0.07143  C3 1.100
14 H -0.28657 1.51335 -0.86658  C3 1.092
15 H 1.31947 -0.84010 -0.28617  C4 1.095
16 H -0.16650 -0.98072 0.59969  C4 1.110
17 H -1.03084 -0.33105 -1.83412  N5 1.012
18 H -0.72361 -2.52314 -2.74165  C6 1.115
19 H 0.97927 -2.45197 -2.07739  C6 1.120

=====

4.
Entry from OMol25: a single C4H8P2 molecule in a non-equilibrium geometry (the ωB97M-V functional and the def2-TZVPD basis).

As for the maximum force: 4.28 eV Å⁻¹. The calculation puts the total energy at -22850.73762 eV. Its frontier orbital gap is 8.796 eV. The calculation puts the molar mass at 118.06 Da. Its net charge is 0. The value obtained for the relative energy (zero: lowest compared OMol25 entry of this formula, charge and spin) is 85.6 kcal/mol.

Last columns: bonded neighbours and bond lengths (Å).
Positions of all 14 atoms, in Å:
1 C -2.16224 0.11532 0.64496  P2 1.704, H7 1.153, H8 1.115
2 P -0.85500 -0.77749 1.27587  C1 1.704, C3 1.948, H9 1.447
3 C -0.24526 0.87233 0.43873  P2 1.948, P4 1.783, H10 1.089
4 P 0.71702 1.07070 -1.04893  C3 1.783, C5 1.841, C6 1.847
5 C 2.04663 -0.09625 -0.54020  P4 1.841, C6 1.535, H11 1.119, H12 1.047
6 C 0.99763 -0.70324 -1.48149  P4 1.847, C5 1.535, H13 1.087, H14 1.119
7 H -2.71280 1.01622 1.10834  C1 1.153
8 H -2.79539 -0.25677 -0.19416  C1 1.115
9 H -0.70244 -0.15015 2.57099  P2 1.447
10 H -0.65599 1.78314 0.87146  C3 1.089
11 H 1.63530 -0.29736 0.48052  C5 1.119
12 H 3.06894 -0.03982 -0.75994  C5 1.047
13 H 1.34190 -1.12280 -2.42279  C6 1.087
14 H 0.32169 -1.41384 -0.94337  C6 1.119

=====

5.
Entry from OMol25: a single C4H5NO molecule (the ωB97M-V functional and the def2-TZVPD basis).

As for the maximum force: 0.68 eV Å⁻¹. The calculation puts the total energy at -7764.91188 eV. Its frontier orbital gap is 10.518 eV. The calculation puts the molar mass at 83.09 Da. Its net charge is 0. The value obtained for the relative energy (zero: lowest compared OMol25 entry of this formula, charge and spin) is 37.2 kcal/mol.

Last columns: bonded neighbours and bond lengths (Å).
Positions of all 11 atoms, in Å:
1 C -1.69825 -0.02788 0.13666  C2 1.502, H7 1.095, H8 1.097, H9 1.092
2 C -0.23902 -0.31892 -0.06662  C1 1.502, C3 1.352, O6 1.345
3 C 0.68999 0.64342 -0.26131  C2 1.352, C4 1.405, H10 1.070
4 C 1.92817 0.00483 -0.08038  C3 1.405, N5 1.305, H11 1.081
5 N 1.79015 -1.27807 0.11435  C4 1.305, O6 1.425
6 O 0.38227 -1.49797 0.11533  C2 1.345, N5 1.425
7 H -1.99688 -0.21929 1.17288  C1 1.095
8 H -1.81178 1.05211 -0.02128  C1 1.097
9 H -2.39976 -0.53942 -0.52524  C1 1.092
10 H 0.48844 1.64565 -0.57831  C3 1.070
11 H 2.86666 0.53555 -0.00608  C4 1.081

=====

6.
Entry from OMol25: a single C25H32N2O4 molecule (the ωB97M-V functional and the def2-TZVPD basis).

As for the maximum force: 0.59 eV Å⁻¹. The calculation puts the total energy at -37615.79688 eV. Its frontier orbital gap is 8.991 eV. The calculation puts the molar mass at 424.54 Da. Its net charge is 0. The value obtained for the relative energy (zero: lowest compared OMol25 entry of this formula, charge and spin) is 28.6 kcal/mol.

Last columns: bonded neighbours and bond lengths (Å).
Positions of all 63 atoms, in Å:
1 C -4.65436 -1.41545 2.59877  C2 1.522, H32 1.088, H33 1.086, H34 1.088
2 C -3.19227 -1.83827 2.60419  C1 1.522, O3 1.428, H35 1.095, H36 1.092
3 O -2.51936 -1.39488 1.42510  C2 1.428, C4 1.336
4 C -2.57425 -2.18875 0.35246  O3 1.336, O5 1.205, C6 1.526
5 O -3.14807 -3.24827 0.34091  C4 1.205
6 C -1.88567 -1.58564 -0.86800  C4 1.526, C7 1.544, C16 1.529, C31 1.535
7 C -3.00922 -0.98233 -1.73865  C6 1.544, C8 1.527, H37 1.091, H38 1.092
8 C -3.74753 0.19581 -1.10685  C7 1.527, O9 1.412, H39 1.096, H40 1.100
9 O -2.96107 1.35747 -1.27044  C8 1.412, C10 1.360
10 C -3.34366 2.50476 -0.64742  O9 1.360, C11 1.390, C15 1.396
11 C -4.52703 2.67306 0.06278  C10 1.390, C12 1.386, H41 1.079
12 C -4.80722 3.89466 0.65424  C11 1.386, C13 1.382, H42 1.080
13 C -3.92548 4.95300 0.54678  C12 1.382, C14 1.387, H43 1.079
14 C -2.74641 4.78707 -0.16402  C13 1.387, C15 1.379, H44 1.080
15 C -2.45491 3.57622 -0.75507  C10 1.396, C14 1.379, H45 1.079
16 C -0.82426 -0.54675 -0.50322  C6 1.529, C17 1.525, H46 1.088, H47 1.091
17 C 0.36956 -1.19424 0.18968  C16 1.525, N18 1.451, H48 1.093, H49 1.106
18 N 0.95483 -2.21335 -0.66074  C17 1.451, C19 1.452, C30 1.448
19 C 2.20969 -2.70695 -0.12122  N18 1.452, C20 1.504, H50 1.105, H51 1.096
20 C 3.26284 -1.63309 -0.14715  C19 1.504, C21 1.387, C29 1.390
21 C 4.08977 -1.39533 0.94064  C20 1.387, C22 1.383, H52 1.081
22 C 5.05621 -0.40613 0.90649  C21 1.383, C23 1.390, H53 1.077
23 C 5.20437 0.37562 -0.23353  C22 1.390, N24 1.400, C28 1.395
24 N 6.15121 1.40132 -0.33818  C23 1.400, C25 1.365, H54 1.011
25 C 7.05652 1.83949 0.58412  N24 1.365, C26 1.517, O27 1.209
26 C 7.89069 2.99314 0.05955  C25 1.517, H55 1.086, H56 1.088, H57 1.088
27 O 7.19194 1.37677 1.69276  C25 1.209
28 C 4.37605 0.14152 -1.33078  C23 1.395, C29 1.379, H58 1.082
29 C 3.42118 -0.85227 -1.28663  C20 1.390, C28 1.379, H59 1.079
30 C -0.00611 -3.27119 -0.89656  N18 1.448, C31 1.525, H60 1.093, H61 1.106
31 C -1.21050 -2.71940 -1.65277  C6 1.535, C30 1.525, H62 1.091, H63 1.090
32 H -5.17195 -1.88025 1.76253  C1 1.088
33 H -5.12810 -1.73194 3.52356  C1 1.086
34 H -4.73457 -0.33379 2.51348  C1 1.088
35 H -3.11495 -2.92865 2.66694  C2 1.095
36 H -2.65270 -1.37549 3.43331  C2 1.092
37 H -2.57642 -0.63863 -2.67953  C7 1.091
38 H -3.73213 -1.77057 -1.95807  C7 1.092
39 H -3.93226 0.01030 -0.04232  C8 1.096
40 H -4.71575 0.33123 -1.61119  C8 1.100
41 H -5.23920 1.86784 0.15616  C11 1.079
42 H -5.73027 4.01345 1.20294  C12 1.080
43 H -4.15315 5.90042 1.01093  C13 1.079
44 H -2.04962 5.60713 -0.25525  C14 1.080
45 H -1.54172 3.42763 -1.30965  C15 1.079
46 H -1.24154 0.22148 0.14474  C16 1.088
47 H -0.48245 -0.07146 -1.42329  C16 1.091
48 H 1.12957 -0.43461 0.38744  C17 1.093
49 H 0.05299 -1.61948 1.16027  C17 1.106
50 H 2.09352 -3.09436 0.90762  C19 1.105
51 H 2.53699 -3.53939 -0.75452  C19 1.096
52 H 3.98107 -1.99150 1.83532  C21 1.081
53 H 5.69121 -0.23225 1.75842  C22 1.077
54 H 6.14371 1.88095 -1.22814  N24 1.011
55 H 8.59464 3.30025 0.82716  C26 1.086
56 H 8.44059 2.68773 -0.82833  C26 1.088
57 H 7.24994 3.83511 -0.19484  C26 1.088
58 H 4.48568 0.74539 -2.22177  C28 1.082
59 H 2.77463 -1.02722 -2.13231  C29 1.079
60 H 0.47205 -4.04866 -1.49868  C30 1.093
61 H -0.34542 -3.73418 0.04905  C30 1.106
62 H -1.92817 -3.52257 -1.82453  C31 1.091
63 H -0.87370 -2.33158 -2.61465  C31 1.090